Entry from the OMol25 dataset: C29H38BBeF4N4O3 as an isolated structure (ωB97M-V/def2-TZVPD).

LUMO = -7.30 eV
total charge = +1

Structure (XYZ):
```
80
Properties=species:S:1:pos:R:3:forces:R:3
C 2.76386 3.06379 1.01192 -0.093 0.285 -0.189
C 2.39506 -2.50783 0.70484 0.241 -0.066 0.099
C -2.33528 -3.41864 0.09744 -0.128 0.374 0.230
C 0.17980 -2.32647 -4.36964 0.225 -0.713 -0.012
C -0.00537 -1.58196 5.27070 -0.243 -0.239 -0.332
C -3.36384 -4.43580 -0.30033 -0.006 -0.103 -0.731
C 3.32121 -3.33323 1.33591 -0.156 -0.140 -0.243
H 1.30070 -1.81513 -6.04467 0.113 -0.302 -0.394
H 3.93286 3.92397 -2.02739 -0.028 0.193 -0.012
O -4.47563 -4.13547 -0.66829 0.022 0.210 0.300
H -3.12929 -0.53904 -3.91828 -0.104 0.512 -0.049
H 1.97184 2.47363 1.45351 0.309 -0.203 0.266
C -0.00415 -1.91898 3.92048 -0.109 0.420 0.462
H -0.39492 -1.14158 1.94804 -0.157 -0.218 0.039
O -4.58072 1.36829 -2.55775 -0.276 0.062 0.446
H 2.30078 2.40326 -0.97532 0.140 -0.164 0.040
H -2.92537 -1.36978 -2.39892 0.021 -0.141 -0.274
C 4.97003 -1.62957 1.00713 -0.825 0.052 -0.046
C 2.82716 -1.26228 0.27175 0.030 -0.532 -0.205
C 0.04168 5.25979 -0.86658 -0.640 -0.285 0.948
H 1.38973 -2.83474 0.47003 -0.060 0.000 0.169
C 3.77915 3.94761 -0.95660 0.089 0.187 -0.031
F 0.33459 1.07573 -1.30053 -0.454 0.244 -0.086
C 4.62538 -2.89981 1.46165 0.706 0.199 0.006
H 5.41224 -3.53720 1.84321 -0.156 -0.066 0.222
O -0.95397 -2.10489 -4.72297 0.009 0.095 0.035
C 1.24778 -2.68722 -5.39329 -0.273 0.391 0.631
C -0.43901 -0.97012 3.01758 0.071 0.307 -1.368
H -1.21532 1.54795 4.97740 0.168 0.138 -0.180
C 2.91361 3.05264 -0.36136 -0.404 -0.061 -0.251
C -0.52398 -0.34868 5.63446 1.004 0.802 0.254
H -2.10812 -3.53536 1.16045 0.244 -0.125 -0.049
C -0.83240 0.58511 4.66802 -0.957 -0.678 -0.043
F -0.53085 -0.77393 -0.29926 -0.213 0.019 0.185
C -2.07487 5.18473 0.88696 -0.150 0.300 0.440
C -1.56979 6.40647 0.49591 -0.437 -0.389 -0.328
H 1.52257 -2.64038 -2.60461 -0.031 -0.354 -0.364
F -1.77206 1.14153 -0.28757 -1.096 0.764 1.133
H 0.38427 -2.26979 6.00818 -0.158 -0.028 0.074
C 0.54316 -2.27277 -2.90869 0.150 0.724 0.540
H 0.31223 -2.88534 3.55789 0.146 0.045 -0.001
H -3.74128 -6.48081 -0.64177 0.156 -0.062 -0.261
N 4.07801 -0.83624 0.42195 -0.091 0.599 -0.108
H -4.67082 -1.47131 -1.06749 -0.066 -0.060 0.624
H 5.95555 -1.19393 1.11042 0.150 -0.294 0.022
H -2.07003 7.29293 0.85723 0.161 0.119 -0.067
C -2.89201 -5.86027 -0.36432 -0.279 -0.492 0.499
H -2.95972 5.18070 1.51029 0.101 -0.306 0.141
H -0.07241 3.13233 -0.62758 0.046 0.076 -0.046
H 0.56968 -1.21220 -2.63532 -0.127 0.042 -0.037
H -2.05191 -5.97479 -1.04971 -0.117 0.050 -0.154
H 2.13197 -0.65123 -0.29266 0.140 0.296 0.089
H -5.89260 -0.17603 -0.80571 -0.065 0.015 -0.514
N -0.83531 0.26159 3.36066 -1.468 1.796 0.111
C -0.50010 4.08688 -0.35093 0.522 -1.119 0.042
C -0.50410 6.43780 -0.38874 0.525 0.579 0.023
H -2.54074 -6.22819 0.60376 0.063 0.214 0.074
C 4.44150 4.86483 -0.14794 0.298 -0.798 0.171
H 0.90509 -3.58376 -5.90645 0.034 0.168 -0.310
H 2.22179 -2.87565 -4.94723 -0.009 0.036 0.016
C -4.20420 0.29147 -2.15060 -0.227 0.702 -1.025
H -2.68941 -2.40091 -0.05492 -0.070 -0.058 -0.101
F 0.09784 1.01521 0.95250 -0.535 0.909 1.023
H -2.11107 0.10463 -2.55560 -0.055 0.412 -0.482
H 0.92600 5.18868 -1.48070 -0.124 0.143 -0.205
H 3.05790 -4.32908 1.66921 -0.078 -0.006 -0.022
H 5.08853 5.60387 -0.60315 0.054 0.121 0.173
C 3.57387 3.92255 1.74663 -0.466 -0.110 -0.255
C -3.04339 -0.37783 -2.84898 0.240 -1.444 1.419
C -4.83820 -0.40293 -0.95438 0.179 0.405 -0.291
Be -1.91532 1.87486 1.99073 3.280 -1.144 -2.303
H 3.47513 3.90282 2.82601 0.348 0.209 0.080
H -0.07142 7.39846 -0.63857 -0.013 -0.044 -0.206
H -4.37145 0.05629 -0.07579 0.363 -0.525 0.122
N 4.40153 4.80433 1.18716 -0.223 0.308 -0.010
H -1.44232 -3.57971 -0.50653 0.153 0.030 0.209
H -0.23831 -2.70513 -2.28650 -0.057 -0.081 -0.137
H -0.52991 0.02057 6.65109 -0.062 -0.358 0.130
B -0.47106 0.61413 -0.28085 1.281 -1.304 -0.709
N -1.50200 4.02652 0.53334 -0.501 -0.542 0.944
```
Positions in Å, forces in eV/Å.

Entry from the OMol25 dataset: a 2-piece molecular cluster, C29H38Br2N3O11PS overall (ωB97M-V/def2-TZVPD).

LUMO = -2.37 eV
total charge = 0
structure (SMILES) = CC(C)=N[C@@](CC=O)(O[C@@](S)(N=C=O)c1cccnc1)[C@](CCCO)(CC(=O)Br)O[C@](O)(Br)c1ccccc1.COP(=O)(OC)OC

Structure (XYZ):
```
85
Properties=species:S:1:pos:R:3:forces:R:3
H -1.42338 1.05563 5.89670 0.156 0.206 -0.109
H -2.90492 2.81104 0.60314 -0.396 -1.927 -0.173
C 0.61130 1.92437 0.52371 1.316 -0.412 0.844
C 0.17067 1.31389 -0.89388 -1.241 3.790 -2.188
H -0.88813 0.76683 4.22406 -0.148 -0.014 0.261
C 0.56889 -3.58257 0.76307 -3.448 0.572 2.094
C -0.29379 -4.56656 1.64898 -1.067 4.674 -1.237
H 0.50619 3.08053 0.59232 -0.237 -2.264 -0.463
H -5.60267 -1.52352 5.38244 0.128 0.024 0.288
Br -1.25582 1.80815 -5.60950 0.312 0.250 0.496
C -1.36363 -1.80010 1.19517 1.724 -1.134 -0.403
H 1.75481 1.73545 0.65720 -1.931 0.195 -0.110
H -2.91083 1.15161 1.40947 -0.460 0.417 -1.587
N -2.17852 -2.66372 2.00964 4.426 -1.822 -2.183
H 1.09487 4.14416 -3.07985 0.013 -1.110 1.771
H 2.86719 1.34014 -1.19040 -0.964 -0.189 -1.909
C 0.99231 2.03039 -2.16862 0.814 -0.339 1.331
H 3.34413 3.17931 -3.40002 -0.042 -1.625 0.437
O -0.82289 2.16488 2.53780 3.014 -3.325 -3.215
H 3.73676 1.54121 -4.15452 -0.274 0.699 1.511
H 2.36634 0.26043 -2.66079 -0.252 1.508 0.810
O -3.88259 -1.19116 6.44401 0.550 0.340 1.315
H 0.11565 -2.89984 -2.25630 0.691 1.001 0.850
O 0.05752 1.77354 -3.24185 1.691 0.074 -1.095
H -0.77330 -3.26438 -4.95035 1.695 1.376 -0.550
C 0.07205 -2.50793 -5.17312 3.001 3.662 -0.466
H -4.27738 1.64413 0.14018 1.490 -0.224 0.832
C 1.02497 3.64585 -2.02761 0.152 1.162 -0.236
H 0.01262 -5.64432 1.90027 -0.465 2.007 -0.551
O -2.05158 -2.94445 5.89600 1.031 1.102 0.907
H -0.07884 -0.07944 5.56503 0.084 0.123 -0.022
O 5.58260 0.73116 -2.64156 -0.402 0.525 1.735
O 1.26501 2.69286 -5.15821 0.076 -1.155 1.428
H 4.95064 2.35213 -1.30045 0.000 -0.451 -1.620
H -2.95726 -1.97821 10.06529 0.089 -0.048 -0.122
H -3.70709 0.36643 -2.43106 1.367 -0.230 1.087
P -2.28883 -1.58970 6.54823 -5.099 -7.361 -4.962
C -2.25308 1.21055 -0.83606 -1.722 0.543 0.107
H -2.05014 -0.68634 9.24300 -0.166 -0.043 0.265
C 2.28030 -0.87055 1.40653 -2.351 -2.516 2.499
H -3.80446 -0.88967 8.95359 0.014 0.030 -0.020
H -1.78121 -0.72923 1.02806 0.634 -2.149 0.346
C -2.94769 -0.01038 -1.66042 0.878 -1.173 1.627
C -0.15186 -0.98664 -4.79228 2.652 -1.842 -1.083
H -2.29265 -4.71781 2.82234 1.153 1.641 -1.162
O 2.18727 -1.18072 2.62674 1.400 2.485 -7.614
C 2.55618 -1.78125 -6.05692 -3.263 0.030 1.199
H 1.56453 -3.94491 0.33810 -1.654 0.770 0.628
C -1.03610 0.30528 5.20165 0.275 0.348 -0.360
O -2.57384 -2.31936 8.07905 1.754 3.153 -0.152
C -1.64834 -3.98689 2.18992 1.657 0.463 -0.956
H 3.52831 -2.16441 -6.55922 -1.807 1.107 1.038
C 2.43198 1.33602 -2.27136 0.916 0.527 0.029
H 1.60539 -4.00683 -6.08658 0.025 2.222 0.427
H 5.54039 0.21528 -1.79751 0.002 0.745 -1.145
H 2.15359 2.40929 -5.46801 -0.900 -0.153 0.475
S 1.29038 -2.25197 -1.87438 0.236 0.060 -0.390
O 0.07877 -0.07298 -1.08021 0.843 -0.002 1.393
Br 2.41490 6.29046 -1.37133 -0.386 -1.203 -0.126
N 2.18207 -0.76326 0.12024 0.078 0.496 4.811
C 2.30524 -0.26789 -5.67955 -2.794 -2.703 0.716
C 0.83917 -1.05400 -0.43819 -1.100 -4.108 -0.304
C 0.50533 1.63406 -4.56097 -0.184 -1.157 -2.420
C 3.55648 2.07399 -3.15587 1.164 0.883 0.384
C -2.86417 -1.41176 9.13809 -0.153 0.209 0.568
H -3.53586 -0.64808 -0.88153 0.859 1.141 -1.366
C -3.17038 1.69321 0.43833 -0.106 1.630 -1.820
H 3.10256 0.51907 -5.90032 -1.212 -1.431 0.301
H -4.12800 -2.06386 4.55685 0.122 0.087 0.148
H -1.18112 -0.75018 -4.31170 2.179 -0.101 -0.946
H -2.16740 -0.74239 -2.10999 -1.282 1.539 0.438
H -0.03856 0.29051 2.25425 0.199 1.248 -1.139
C 1.45292 -2.89496 -5.80752 -0.984 3.435 1.000
C 0.00730 -2.10548 0.51646 -2.224 -2.613 2.467
N -1.20780 1.92299 -1.12698 0.084 -2.578 3.210
H -4.50398 -0.32177 4.68125 -0.017 -0.206 -0.050
H 0.03937 4.09385 -1.59430 1.619 -1.101 -0.589
O -1.96929 -0.76400 5.06747 1.435 1.482 2.785
C 0.95947 0.13489 -5.02044 0.045 -3.613 -0.374
O 2.99752 3.75169 -0.36611 -3.639 1.988 -3.655
C -4.55375 -1.28636 5.19689 -0.058 0.461 -0.667
H 5.75519 2.79761 -2.94906 -1.486 -1.110 0.978
C -0.12462 1.35446 1.81730 -2.175 3.326 2.342
C 5.01622 2.07524 -2.41077 -0.284 -0.322 -1.248
C 2.20039 4.28726 -1.17317 2.332 -2.000 2.609
```
Positions in Å, forces in eV/Å.

Entry from the OMol25 dataset: a 6-piece molecular cluster, C29H38BrNO9 overall (ωB97M-V/def2-TZVPD).

LUMO = -0.35 eV
total charge = 0

Structure (XYZ):
```
78
Properties=species:S:1:pos:R:3:forces:R:3
O 0.15123 -0.07142 -1.71688 -0.707 -0.625 0.171
H 0.30992 -3.86758 -2.56824 0.635 0.546 -0.068
H 1.11418 1.66826 2.42327 0.136 -0.460 -0.051
C 3.60457 -2.27133 1.94630 0.401 -1.131 -0.831
C 0.99818 4.86496 3.52850 1.717 -1.207 -0.730
C -0.14065 4.78009 4.29630 -1.102 1.602 -0.508
C 5.01138 -3.50997 0.42641 1.164 0.525 -0.268
H 2.47680 3.64370 2.37078 -0.980 0.407 0.246
H -1.85260 -5.21120 -2.07779 0.221 -0.276 0.019
H -3.36175 -3.17991 -4.28294 -0.586 0.203 -0.125
O 1.39683 -3.17220 2.30590 -1.307 -1.919 0.153
C 1.48206 3.69744 2.87340 -0.095 0.376 0.649
C 4.80733 -2.46811 1.28297 0.280 1.088 0.209
C 2.59398 -3.21917 1.72450 1.106 0.508 -0.061
C -1.70622 -3.71382 -0.54428 -1.012 0.026 1.370
H -0.31116 -4.77179 -3.92354 0.256 -0.305 -0.241
H -0.62438 5.75861 4.63132 0.823 -1.634 -0.034
H -1.85092 -3.36450 -5.19803 0.207 0.530 -0.747
C -0.39001 2.43470 3.72289 -1.040 -0.625 0.321
H 1.05708 -2.36423 2.64514 0.117 1.532 0.176
C -3.50713 1.81328 0.70695 0.561 0.940 0.028
H 6.10400 -4.30249 -0.93064 0.153 0.556 0.562
H -2.08928 -4.30821 0.34071 -0.356 0.061 -1.404
O 1.73216 6.02884 3.43281 0.239 -0.115 0.082
C -2.74506 3.96018 1.47745 0.895 -0.742 -1.821
H 3.52481 -1.43816 2.60567 -0.428 0.416 0.356
H -2.07044 -2.71887 -0.35166 -0.351 0.615 0.025
C 0.84214 1.01478 -2.11333 1.032 0.515 2.053
C -2.50752 2.80070 0.67022 -1.606 0.250 1.515
H -1.29116 -1.39764 -3.63595 0.843 0.861 -1.209
H -1.59567 2.65008 0.11439 0.152 0.030 0.122
C -4.69741 2.03353 1.40709 0.426 -1.565 -0.507
H 0.56777 2.08982 -0.19748 0.070 -0.366 -0.445
O -0.33621 -3.73761 -0.47292 1.706 0.084 -0.269
C -4.92378 3.18430 2.09594 0.468 1.897 -0.316
H -2.59929 -4.80490 -4.54509 0.180 1.002 0.603
H 2.19738 3.86096 -0.76908 -0.597 -0.112 -0.410
H 2.05654 -5.05135 0.81432 -0.167 -0.206 -0.188
H 5.62936 -1.77451 1.32640 0.037 0.390 0.410
H 0.04511 -3.06365 -4.25172 0.671 -0.115 0.355
C 4.05633 -4.42909 0.25690 -1.598 -1.824 -0.575
H -1.03356 -1.78361 -1.93205 0.430 0.223 0.248
N -1.60924 -3.41980 -3.13987 -1.743 0.770 0.891
C -0.24751 -3.78374 -3.48851 0.235 -0.797 0.066
C 2.83670 -4.31880 0.90287 0.067 0.557 0.306
H -2.43569 0.27560 0.39964 -1.319 0.214 -0.527
C 1.86937 3.12914 -1.52034 1.399 -0.434 0.346
C -0.81999 3.56696 4.34166 -0.965 1.293 1.101
C 2.46398 1.99005 -3.56803 0.128 0.164 0.270
C -2.16911 -4.18902 -1.90141 -0.048 -0.750 -1.108
H 4.17139 3.72049 -3.68013 -0.325 -0.173 0.111
C -3.95632 4.22667 2.03952 -0.822 -0.825 1.333
O 3.55358 4.01785 -3.00226 -0.057 0.507 0.623
Br -0.40072 -0.51496 1.31172 -0.086 -0.422 -0.042
O -1.19511 1.31764 3.87924 1.603 -0.413 -1.423
H -0.04044 -0.06341 -0.73258 0.304 0.155 -0.802
H -1.98538 4.70589 1.61023 0.378 0.242 -0.197
H -3.25680 -4.20966 -2.02944 0.178 0.386 0.287
H -5.83839 3.36289 2.61812 -0.527 -0.051 0.317
H -2.67498 -1.65035 -2.63403 0.058 0.031 0.242
H -4.87567 5.55889 3.23626 1.003 -0.552 -0.895
H -0.03206 -3.13427 0.22942 -0.008 -0.077 -0.044
H -0.84890 0.66169 3.19674 -0.844 0.698 1.026
H -5.33986 1.14237 1.39978 -0.133 0.713 0.272
C 0.75780 2.51498 2.97600 0.946 -0.044 -0.645
O -3.35658 0.58221 0.11822 1.623 -0.439 0.275
C -2.43533 -3.70568 -4.37764 0.063 -1.072 1.080
C -1.63218 -1.92070 -2.80073 -1.700 -1.913 0.252
H 2.64079 5.76768 3.19536 -0.611 0.315 0.060
O -4.05810 5.45491 2.68779 -1.036 -0.203 0.438
C 1.62325 0.96581 -3.25190 -0.640 -0.334 0.609
H 3.03938 1.82315 -4.46122 0.490 0.532 -0.163
C 1.05058 2.05518 -1.18075 -0.485 0.822 -0.753
H -1.76521 3.51870 4.87433 0.072 -0.005 -0.019
H 1.75560 0.05360 -3.78013 -0.515 -0.695 -0.565
H 4.26559 -5.24242 -0.43380 -0.260 -0.175 0.129
O 6.19275 -3.59494 -0.26218 0.337 -0.323 -0.549
C 2.62786 3.04647 -2.68685 0.249 0.344 -1.166
```
Positions in Å, forces in eV/Å.

Results for E_tot: -54736.0701; -217871.9077; -120647.4833 (in eV, following the order of the records).
Results for max |F|: 0.0810; 0.1991; 0.0500 (in Eh/bohr, following the order of the records).